# 1
This record from OMol25 describes a molecular structure, C38H38BrCsN6O4. The level of theory is the ωB97M-V functional and the def2-TZVPD basis.

Each line ends with the Mulliken charge.
Atoms and positions in Å:
Cs (-1.420, -1.101, 1.315)  1.21
C (2.003, -4.008, 0.371)  -1.29
N (2.135, -2.803, 1.153)  0.94
C (1.702, -3.026, 2.525)  -0.63
C (3.329, -2.060, 0.994)  -0.34
C (4.408, -2.568, 0.283)  -0.06
C (5.562, -1.820, 0.042)  -0.91
C (5.635, -0.533, 0.548)  -0.88
C (4.576, -0.008, 1.274)  -0.43
C (3.382, -0.723, 1.514)  0.45
N (2.278, -0.177, 2.083)  -0.66
C (2.368, 0.749, 3.068)  0.59
C (3.397, 0.792, 4.037)  -0.48
C (3.361, 1.651, 5.126)  -0.79
C (2.303, 2.530, 5.296)  -0.85
C (1.287, 2.541, 4.338)  -0.10
C (1.300, 1.692, 3.242)  -0.01
N (0.257, 1.692, 2.283)  0.60
C (-0.963, 2.383, 2.623)  -1.30
C (0.685, 2.023, 0.933)  -0.28
H (2.692, -4.812, 0.692)  0.33
H (2.191, -3.805, -0.686)  0.36
H (0.984, -4.378, 0.475)  0.19
H (2.270, -3.846, 2.995)  0.25
H (0.645, -3.300, 2.531)  0.11
H (1.832, -2.114, 3.100)  0.09
H (4.355, -3.576, -0.107)  0.34
H (6.378, -2.246, -0.530)  0.37
H (6.516, 0.077, 0.371)  0.33
H (4.632, 1.010, 1.645)  0.48
H (4.212, 0.086, 3.938)  0.38
H (4.163, 1.615, 5.857)  0.35
H (2.260, 3.198, 6.148)  0.35
H (0.465, 3.236, 4.456)  0.36
H (-0.843, 3.481, 2.681)  0.35
H (-1.338, 2.031, 3.587)  0.37
H (-1.706, 2.168, 1.851)  0.32
H (0.895, 3.104, 0.834)  0.13
H (-0.117, 1.767, 0.238)  0.03
H (1.573, 1.449, 0.682)  -0.01
O (-4.735, -0.019, -3.599)  -0.75
C (-5.444, 0.499, -2.559)  0.56
C (-6.803, 0.730, -2.747)  -0.66
C (-7.559, 1.288, -1.727)  -0.25
C (-6.960, 1.630, -0.522)  -0.78
C (-5.603, 1.388, -0.343)  -0.42
C (-4.832, 0.810, -1.339)  0.08
C (-3.366, 0.459, -1.027)  -0.13
O (-2.880, 0.984, 0.073)  -0.65
N (-2.570, 0.881, -2.273)  -0.24
N (-1.300, 0.383, -2.180)  -0.24
C (-0.328, 1.181, -2.358)  -0.98
C (1.058, 0.754, -2.185)  0.20
Br (1.317, -0.982, -1.485)  0.13
C (2.131, 1.541, -2.309)  -0.36
C (2.113, 2.945, -2.759)  0.11
C (2.807, 3.901, -2.015)  -0.40
C (2.803, 5.234, -2.391)  -0.62
C (2.114, 5.639, -3.527)  -0.39
C (1.439, 4.695, -4.288)  -0.64
C (1.443, 3.360, -3.910)  -0.12
H (-3.793, 0.190, -3.413)  0.54
H (-7.244, 0.473, -3.702)  0.40
H (-8.619, 1.461, -1.880)  0.33
H (-7.547, 2.069, 0.276)  0.38
H (-5.090, 1.618, 0.583)  0.39
H (-3.293, -0.658, -1.102)  0.13
H (-2.566, 1.905, -2.259)  0.21
H (-0.494, 2.242, -2.556)  0.39
H (3.086, 1.152, -1.972)  0.53
H (3.331, 3.588, -1.119)  0.45
H (3.331, 5.962, -1.787)  0.37
H (2.107, 6.682, -3.819)  0.37
H (0.907, 4.998, -5.181)  0.36
H (0.929, 2.624, -4.516)  0.52
O (-2.321, -5.846, 2.512)  -0.78
C (-2.202, -4.735, 1.966)  0.09
O (-2.137, -3.594, 2.477)  -0.67
C (-2.161, -4.781, 0.423)  0.36
C (-2.846, -5.794, -0.246)  -0.49
C (-2.866, -5.796, -1.628)  -0.29
C (-2.173, -4.804, -2.313)  -0.73
C (-1.489, -3.858, -1.568)  -0.20
N (-1.490, -3.834, -0.236)  0.14
H (-3.343, -6.549, 0.346)  0.48
H (-3.416, -6.558, -2.171)  0.36
H (-2.165, -4.759, -3.394)  0.41
H (-0.925, -3.069, -2.058)  0.25

Total charge: -2
Total energy: -4694.55115 hartree
Energy relative to the best compared isomer or geometry (same formula, charge and spin): 79.8 kJ/mol
Maximum force: 0.6 eV/Å
Gap between HOMO and LUMO: 4.8798 eV

# 2
This record from OMol25 describes a molecular structure, C38H38BrN5O3S4Ti at a distorted geometry. The level of theory is the ωB97M-V functional and the def2-TZVPD basis.

Each line ends with the Mulliken charge.
Atoms and positions in Å:
Ti (0.247, -0.019, -0.170)  -0.29
C (4.300, -0.557, -1.760)  -0.54
O (3.610, -0.999, -2.914)  -0.48
C (2.619, -0.208, -3.419)  -0.22
C (2.578, -0.065, -4.800)  -0.60
C (1.583, 0.673, -5.428)  -0.85
C (0.617, 1.299, -4.676)  -1.10
C (0.600, 1.152, -3.283)  1.01
C (-0.395, 1.806, -2.494)  -0.52
N (-0.609, 1.485, -1.257)  1.50
N (-1.440, 2.268, -0.536)  -1.28
C (-1.419, 1.909, 0.721)  0.31
O (-0.726, 0.856, 1.052)  -0.51
C (-2.095, 2.726, 1.715)  0.50
C (-1.820, 2.510, 3.066)  -0.47
C (-2.432, 3.292, 4.023)  -0.88
C (-3.323, 4.284, 3.639)  -0.68
C (-3.588, 4.512, 2.295)  -0.83
C (-2.974, 3.742, 1.329)  -0.38
C (1.600, 0.376, -2.628)  0.75
O (1.544, 0.211, -1.316)  0.24
H (5.209, -1.157, -1.716)  0.31
H (3.710, -0.701, -0.846)  0.06
H (4.573, 0.497, -1.848)  0.29
H (3.362, -0.537, -5.370)  0.55
H (1.589, 0.769, -6.502)  0.48
H (-0.153, 1.895, -5.139)  0.52
H (-0.968, 2.626, -2.929)  0.46
H (-1.124, 1.727, 3.331)  0.68
H (-2.226, 3.123, 5.068)  0.52
H (-3.812, 4.884, 4.390)  0.48
H (-4.279, 5.289, 2.007)  0.48
H (-3.154, 3.907, 0.279)  0.53
C (-3.533, -1.740, 3.641)  -0.89
C (-2.182, -2.421, 3.502)  -0.98
S (-1.293, -2.126, 1.931)  0.46
C (-2.312, -2.976, 0.678)  -0.34
C (-3.551, -2.232, 0.205)  -1.04
S (-3.187, -0.497, -0.250)  0.26
C (-4.585, 0.416, 0.503)  -0.75
C (-4.919, 0.142, 1.962)  -1.11
S (-3.467, 0.006, 3.064)  0.25
H (-3.815, -1.712, 4.694)  0.55
H (-4.310, -2.268, 3.091)  0.40
H (-2.281, -3.500, 3.624)  0.48
H (-1.490, -2.041, 4.254)  0.39
H (-2.586, -3.960, 1.061)  0.84
H (-1.610, -3.089, -0.151)  -0.76
H (-4.316, -2.204, 0.972)  0.42
H (-3.962, -2.731, -0.676)  0.63
H (-5.466, 0.221, -0.112)  0.63
H (-4.282, 1.455, 0.367)  0.17
H (-5.522, -0.755, 2.085)  0.49
H (-5.496, 0.986, 2.338)  0.56
Br (2.100, 5.640, 4.083)  -0.12
C (1.974, 3.948, 3.261)  -0.12
C (1.766, 3.860, 1.885)  -0.65
C (1.680, 2.624, 1.281)  -0.09
C (1.797, 1.453, 2.046)  0.57
C (1.983, 1.557, 3.432)  -0.71
C (2.081, 2.794, 4.032)  -0.85
N (1.666, 0.240, 1.391)  1.24
C (2.187, -0.857, 1.818)  -0.43
C (1.979, -2.075, 1.073)  0.07
C (2.711, -3.230, 1.368)  -0.87
C (2.566, -4.350, 0.568)  -0.91
C (1.705, -4.272, -0.517)  -1.07
C (0.999, -3.096, -0.733)  -0.27
N (1.099, -2.025, 0.045)  1.23
H (1.676, 4.763, 1.303)  0.51
H (1.556, 2.537, 0.200)  0.19
H (2.009, 0.670, 4.046)  0.42
H (2.215, 2.874, 5.098)  0.46
H (2.850, -0.896, 2.685)  0.68
H (3.394, -3.234, 2.202)  0.59
H (3.121, -5.252, 0.773)  0.49
H (1.580, -5.104, -1.192)  0.59
H (0.333, -3.016, -1.587)  0.03
S (-1.177, -1.295, -2.447)  -0.15
C (-1.617, -2.578, -3.463)  0.31
N (-1.649, -2.308, -4.799)  0.06
C (-1.987, -3.204, -5.744)  -0.26
C (-2.312, -4.483, -5.397)  -0.72
C (-2.319, -4.818, -4.032)  -0.55
C (-1.987, -3.888, -3.083)  -0.33
H (-1.404, -1.360, -5.064)  0.14
H (-1.986, -2.866, -6.767)  0.46
H (-2.576, -5.212, -6.143)  0.42
H (-2.599, -5.816, -3.736)  0.48
H (-2.022, -4.143, -2.035)  0.46

Total charge: +2
Total energy: -6986.16048 hartree
Energy relative to the best compared isomer or geometry (same formula, charge and spin): 125.9 kJ/mol
Maximum force: 2.7 eV/Å
Gap between HOMO and LUMO: 5.8764 eV

# 3
This record from OMol25 describes a molecular structure, C38H38ClInP2S at a distorted geometry. The level of theory is the ωB97M-V functional and the def2-TZVPD basis.

Each line ends with the Mulliken charge.
Atoms and positions in Å:
In (0.124, 0.025, 0.197)  2.03
Cl (1.997, -0.536, -1.166)  -0.36
P (-0.110, -2.254, 0.591)  1.12
P (0.627, 2.251, -0.249)  0.72
C (-1.666, -2.798, 1.385)  0.43
C (1.157, -2.981, 1.695)  0.25
C (-0.041, -3.250, -0.937)  0.59
C (0.329, 2.844, -1.955)  0.58
C (-0.261, 3.500, 0.748)  0.15
C (2.386, 2.607, 0.083)  0.35
C (-2.593, -3.616, 0.731)  -0.57
C (-3.775, -3.990, 1.374)  -0.74
C (-4.037, -3.552, 2.672)  -0.56
C (-3.113, -2.735, 3.329)  -0.73
C (-1.937, -2.357, 2.689)  -0.36
H (-2.390, -3.966, -0.276)  0.47
H (-4.488, -4.626, 0.858)  0.45
H (-4.956, -3.844, 3.170)  0.42
H (-3.314, -2.386, 4.338)  0.44
H (-1.223, -1.718, 3.202)  0.47
C (-0.814, -2.825, -2.027)  -0.07
C (-0.835, -3.570, -3.203)  -0.84
C (-0.074, -4.736, -3.305)  -0.63
C (0.706, -5.156, -2.227)  -0.78
C (0.722, -4.417, -1.044)  -0.52
H (-1.378, -1.899, -1.944)  0.23
H (-1.434, -3.234, -4.044)  0.47
H (-0.080, -5.311, -4.227)  0.42
H (1.308, -6.056, -2.307)  0.44
H (1.337, -4.741, -0.210)  0.45
C (0.878, -4.123, 2.461)  -0.22
C (1.859, -4.675, 3.283)  -0.74
C (3.125, -4.092, 3.350)  -0.62
C (3.408, -2.955, 2.590)  -0.83
C (2.430, -2.398, 1.768)  -0.55
H (-0.109, -4.573, 2.421)  0.50
H (1.632, -5.557, 3.875)  0.44
H (3.888, -4.520, 3.994)  0.42
H (4.392, -2.498, 2.639)  0.46
H (2.646, -1.519, 1.169)  0.16
C (0.391, 4.322, 1.674)  -0.52
C (-0.335, 5.245, 2.427)  -0.78
C (-1.715, 5.357, 2.260)  -0.60
C (-2.371, 4.540, 1.336)  -0.93
C (-1.650, 3.615, 0.587)  -0.35
H (1.466, 4.243, 1.802)  0.48
H (0.181, 5.879, 3.143)  0.45
H (-2.279, 6.076, 2.848)  0.41
H (-3.446, 4.619, 1.205)  0.46
H (-2.165, 2.977, -0.126)  0.77
C (0.354, 1.934, -3.021)  -0.23
C (0.149, 2.381, -4.325)  -0.81
C (-0.088, 3.733, -4.578)  -0.61
C (-0.119, 4.643, -3.520)  -0.77
C (0.087, 4.202, -2.214)  -0.23
H (0.547, 0.885, -2.818)  0.21
H (0.172, 1.669, -5.146)  0.45
H (-0.253, 4.077, -5.596)  0.43
H (-0.309, 5.695, -3.710)  0.45
H (0.051, 4.911, -1.393)  0.52
C (3.138, 3.498, -0.688)  -0.37
C (4.474, 3.742, -0.370)  -0.74
C (5.063, 3.102, 0.721)  -0.58
C (4.315, 2.211, 1.493)  -0.84
C (2.985, 1.957, 1.172)  -0.12
H (2.685, 3.990, -1.544)  0.41
H (5.056, 4.428, -0.979)  0.44
H (6.105, 3.290, 0.963)  0.42
H (4.773, 1.703, 2.338)  0.45
H (2.399, 1.243, 1.746)  0.25
H (1.854, -1.149, -4.333)  -0.03
H (2.521, -1.194, -4.007)  0.03
C (-3.748, 0.527, -1.569)  -1.22
S (-2.150, 0.338, -0.720)  0.52
C (-2.957, 0.435, 0.928)  -1.20
H (-3.565, 0.412, -2.656)  0.40
H (-4.157, 1.546, -1.416)  0.40
H (-4.449, -0.283, -1.275)  0.39
H (-3.622, 1.321, 0.985)  0.54
H (-3.497, -0.505, 1.154)  0.32
H (-2.212, 0.619, 1.729)  0.40

Total charge: +2
Total energy: -3201.50917 hartree
Maximum force: 5.0 eV/Å
Gap between HOMO and LUMO: 7.5103 eV